No. 1
A single C4H6O4S2 molecule. Source: the OMol25 dataset; level of theory: ωB97M-V/def2-TZVPD.

Values from the calculation:
energy relative to the best compared isomer or geometry (same formula, charge and spin)	290.3	kJ/mol
total charge	0
Kohn-Sham gap	8.930	eV
LUMO level	-0.041	eV
2S+1	1
molecular weight	182.2	g mol⁻¹

Last column: natural (NBO) charge in e.
CARTESIAN COORDINATES (ANGSTROEM)
O  -1.11947  -0.77131  4.29713  -0.4248
C  -0.68473  -0.47962  3.26047  0.7200
C  -0.32482  -0.24897  2.01995  -0.7351
S  -1.56405  -0.53646  0.69466  0.2468
C  -0.35002  -1.18886  -0.46378  -0.5625
C  -0.22117  -0.23321  -1.63957  -0.6549
S  1.14058  0.99624  -1.34276  2.3327
O  1.97340  0.62495  -0.25306  -0.9460
O  1.69102  1.40871  -2.59609  -0.8931
O  0.23539  2.21442  -0.69482  -0.8874
H  0.61150  0.22860  1.78157  0.2786
H  -0.78515  -2.12227  -0.85800  0.2401
H  0.54712  -1.31182  0.14491  0.2763
H  0.05511  -0.75760  -2.49627  0.2421
H  -1.04250  0.37748  -2.01233  0.2639
H  -0.16220  1.79970  0.15798  0.5032

Forces on atoms 1 to 2 (eV/Å):
0.51 0.34 -0.35
-0.77 -0.64 0.25

---

No. 2
A molecular structure, C23H36IrP2. Source: the OMol25 dataset; level of theory: ωB97M-V/def2-TZVPD.

Values from the calculation:
energy relative to the best compared isomer or geometry (same formula, charge and spin)	0.0	kJ/mol
total charge	+2
Kohn-Sham gap (alpha / beta)	6.039 / 5.411	eV
LUMO level (alpha / beta)	-4.815 / -9.035	eV
2S+1	6
molecular weight	566.7	g mol⁻¹

Last column: natural (NBO) charge in e.
CARTESIAN COORDINATES (ANGSTROEM)
P  0.05593  -1.84227  -3.64489  1.1492
P  0.07709  1.35531  -3.50394  0.9530
C  -0.31330  -0.86500  -5.17562  -0.7247
C  0.36154  0.49789  -5.13759  -0.7168
H  -1.40951  -0.79309  -5.26040  0.2453
H  0.06637  -1.45584  -6.01975  0.2613
H  1.45143  0.43028  -5.29197  0.2397
H  -0.05476  1.14229  -5.92425  0.2570
C  -1.57832  2.06036  -3.96608  -0.9335
H  -1.89457  2.79940  -3.21781  0.2545
H  -2.32263  1.25080  -4.00968  0.2427
H  -1.49716  2.53725  -4.95308  0.2497
C  1.18315  2.75268  -3.96597  -0.9326
H  0.82774  3.17544  -4.91680  0.2530
H  2.19913  2.34826  -4.09767  0.2492
H  1.18349  3.51796  -3.17897  0.2534
C  -1.04053  -3.23074  -4.10087  -0.9485
H  -0.95691  -4.04157  -3.36528  0.2616
H  -0.73210  -3.57207  -5.09895  0.2652
H  -2.07246  -2.84774  -4.13289  0.2583
C  1.71084  -2.46536  -4.18893  -0.9462
H  2.43063  -1.63299  -4.21799  0.2545
H  1.59024  -2.88898  -5.19626  0.2602
H  2.07595  -3.23482  -3.49486  0.2613
Ir  0.01142  -0.43137  1.95143  1.0389
C  0.75205  1.12434  0.61699  -0.3348
C  -0.67508  1.09484  0.56652  -0.2873
C  -1.57089  0.46693  -0.48233  -0.4558
C  -1.92356  -1.03386  -0.28130  -0.4355
C  -0.90494  -1.78809  0.50987  -0.3422
C  0.51043  -1.74548  0.31078  -0.3979
C  1.29813  -0.98395  -0.71312  -0.4469
C  1.67508  0.47790  -0.37185  -0.4276
C  0.26953  -2.00125  3.19219  -0.7495
H  1.16100  1.95933  1.20633  0.2531
H  -1.15810  1.86331  1.19546  0.2533
H  -1.16834  0.62704  -1.49269  0.2134
H  -2.50514  1.04378  -0.44983  0.2443
H  -2.91092  -1.08696  0.21125  0.2442
H  -2.09090  -1.54118  -1.24690  0.2085
H  -1.26250  -2.67660  1.03117  0.2494
H  1.04018  -2.59052  0.75885  0.2502
H  0.80597  -0.99402  -1.69033  0.2055
H  2.22527  -1.54804  -0.86187  0.2409
H  2.70648  0.47200  0.02114  0.2467
H  1.71549  1.10686  -1.27436  0.2159
H  0.97704  -1.74439  3.99654  0.2212
H  0.51727  -2.93764  2.67414  0.2108
H  -0.74887  -2.04734  3.61056  0.2369
C  -0.11562  0.53887  3.54921  -0.0924
C  -0.10814  0.96503  4.72555  0.0733
C  -0.02465  1.32628  6.09128  -0.1171
C  -1.11050  1.97712  6.72433  -0.1117
C  -1.08385  2.23094  8.09702  -0.2079
C  0.02396  1.89325  8.88349  -0.0697
C  1.12033  1.29483  8.25006  -0.2101
C  1.11885  1.03491  6.88225  -0.1099
H  -1.97389  2.26237  6.11649  0.2404
H  -1.94846  2.69645  8.56607  0.2481
H  0.02940  2.08951  9.94807  0.2477
H  1.99267  1.02061  8.84253  0.2485
H  1.99248  0.58676  6.39550  0.2381

Forces on atoms 1 to 2 (eV/Å):
0.19 -0.34 -2.92
-0.19 0.42 -2.60

---

No. 3
A single C5H11NO molecule. Source: the OMol25 dataset; level of theory: ωB97M-V/def2-TZVPD.

Values from the calculation:
energy relative to the best compared isomer or geometry (same formula, charge and spin)	208.3	kJ/mol
total charge	0
Kohn-Sham gap	10.664	eV
LUMO level	1.115	eV
2S+1	1
molecular weight	101.1	g mol⁻¹

Last column: natural (NBO) charge in e.
CARTESIAN COORDINATES (ANGSTROEM)
C  -2.16814  -0.31797  0.27450  -0.6156
C  -0.97769  0.60502  0.21968  -0.0789
C  -0.28145  1.09771  1.43696  -0.2491
N  0.30857  0.05954  0.61795  -0.4393
C  1.46527  0.39781  -0.20317  -0.2496
C  1.54997  -0.69653  -1.26404  -0.0772
O  1.46945  -1.99017  -0.68251  -0.7278
H  -2.18839  -0.97329  -0.60373  0.2163
H  -3.10426  0.25027  0.29824  0.2138
H  -2.12272  -0.94846  1.16823  0.2162
H  -0.95732  1.28691  -0.63461  0.1895
H  -0.61810  0.78383  2.42336  0.2024
H  0.16727  2.09047  1.39826  0.1927
H  1.39105  1.40408  -0.65816  0.1749
H  2.35050  0.38103  0.44219  0.2031
H  0.75686  -0.53765  -2.02384  0.1533
H  2.53690  -0.86120  -1.69884  0.1965
H  0.91862  -1.87795  0.09970  0.4788

Forces on atoms 1 to 2 (eV/Å):
-0.02 -0.02 0.02
-0.14 0.04 -0.15

---

No. 4
2 unconnected molecules or ions with the total composition C4H7O5. Source: the OMol25 dataset; level of theory: ωB97M-V/def2-TZVPD.

Values from the calculation:
energy relative to the best compared isomer or geometry (same formula, charge and spin)	0.0	kJ/mol
total charge	-1
Kohn-Sham gap	7.689	eV
LUMO level	2.958	eV
2S+1	1
molecular weight	135.1	g mol⁻¹

Last column: natural (NBO) charge in e.
CARTESIAN COORDINATES (ANGSTROEM)
O  -0.34372  -2.58918  2.05677  -0.6489
C  0.25783  -1.81984  1.26357  0.7997
O  1.45975  -1.35979  1.60184  -0.7134
C  -0.18859  -1.29507  -0.06086  -0.5173
C  -0.45727  0.24004  0.15796  -0.5200
C  -0.73805  0.87841  -1.28838  0.7726
O  -0.91510  0.17010  -2.28876  -0.7495
O  -0.99631  2.09867  -1.26704  -0.7872
H  1.96056  -1.74342  2.33294  0.5002
H  0.58027  -1.58762  -0.74447  0.2376
H  -1.13783  -1.71396  -0.48754  0.2525
H  -1.36867  0.45286  0.74780  0.2232
H  0.43163  0.79287  0.64443  0.2076
H  1.82704  2.31511  -0.06888  0.4446
H  0.33513  2.74159  -0.44858  0.5069
O  1.31143  3.02037  -0.40399  -1.0086

Forces on atoms 1 to 2 (eV/Å):
1.24 1.83 -2.21
-2.15 -3.20 2.97